No. 1
Molecular formula: C43H58AsBN9S2Zr
Method: DFT, ωB97M-V with the def2-TZVPD basis set

Values from the calculation:
Energy above the lowest of the compared OMol25 structures with the same formula, charge and spin = 0.000 eV
LUMO = -2.4 eV
HOMO energy = -9.984 eV

```
! wB97M-V def2-TZVPD RIJCOSX def2/J DEFGRID3
* xyz 1 1
Zr 0.259 -0.024 0.226
C -4.883 0.961 -1.384
C -3.764 1.174 -0.418
C -3.801 1.863 0.775
C -2.527 1.769 1.332
N -1.745 1.040 0.517
N -2.522 0.679 -0.560
B -2.027 -0.139 -1.789
N -0.916 0.585 -2.572
N 0.378 0.771 -2.132
C 1.004 1.417 -3.138
C 0.117 1.644 -4.189
C -1.082 1.094 -3.806
C -2.356 1.062 -4.587
C 2.481 1.732 -3.242
C 2.714 2.862 -4.253
C 3.091 2.161 -1.914
C 3.148 0.464 -3.788
N -1.647 -1.587 -1.409
N -0.764 -1.957 -0.402
C -0.934 -3.289 -0.228
C -1.878 -3.753 -1.136
C -2.315 -2.662 -1.853
C -3.353 -2.642 -2.927
C -0.399 -4.166 0.895
C -1.300 -3.906 2.115
C -0.517 -5.642 0.496
C 1.056 -3.916 1.256
C -2.182 2.353 2.693
C -2.664 1.344 3.749
C -0.703 2.640 2.921
C -2.941 3.676 2.865
H -5.774 1.456 -1.004
H -4.658 1.372 -2.367
H -5.110 -0.097 -1.508
H -4.656 2.371 1.185
H -2.953 -0.215 -2.517
H 0.322 2.128 -5.126
H -2.174 1.487 -5.572
H -2.730 0.048 -4.717
H -3.140 1.648 -4.109
H 2.148 3.758 -3.991
H 3.774 3.120 -4.253
H 2.450 2.573 -5.270
H 2.813 3.193 -1.680
H 2.777 1.531 -1.083
H 4.180 2.114 -1.965
H 2.731 0.206 -4.764
H 4.223 0.617 -3.893
H 2.992 -0.384 -3.123
H -2.226 -4.762 -1.255
H -3.659 -3.665 -3.139
H -4.237 -2.080 -2.626
H -2.972 -2.203 -3.848
H -2.350 -4.089 1.876
H -1.009 -4.576 2.926
H -1.193 -2.878 2.463
H -1.548 -5.972 0.371
H 0.032 -5.848 -0.426
H -0.082 -6.247 1.292
H 1.266 -2.866 1.443
H 1.296 -4.456 2.175
H 1.706 -4.295 0.470
H -2.109 0.408 3.666
H -2.501 1.752 4.748
H -3.727 1.127 3.634
H -0.077 1.762 2.788
H -0.348 3.440 2.261
H -0.577 2.993 3.946
H -4.022 3.544 2.899
H -2.641 4.138 3.807
H -2.712 4.374 2.056
N 0.200 2.976 -0.177
N 1.286 3.729 0.281
C 2.158 3.145 1.129
N 3.034 3.978 1.724
S 2.157 1.507 1.497
H 0.129 3.032 -1.189
H -0.668 3.287 0.254
H 1.186 4.737 0.307
H 2.818 4.956 1.844
H 3.663 3.573 2.397
S 0.380 -0.742 2.419
C 7.170 0.371 -1.217
C 6.467 0.803 -0.099
C 5.195 0.315 0.157
C 4.604 -0.600 -0.710
C 5.319 -1.053 -1.810
C 6.596 -0.562 -2.064
As 2.860 -1.395 -0.242
C 3.674 -2.376 1.218
C 3.892 -1.947 2.513
C 4.653 -2.749 3.357
C 5.185 -3.947 2.895
C 4.943 -4.374 1.597
C 4.173 -3.591 0.747
C 3.760 -3.952 -0.629
C 3.976 -5.175 -1.252
C 3.421 -5.422 -2.502
C 2.637 -4.466 -3.136
C 2.418 -3.236 -2.525
C 2.995 -2.991 -1.292
H 8.165 0.748 -1.415
H 6.915 1.514 0.583
H 4.672 0.647 1.044
H 4.897 -1.787 -2.481
H 7.141 -0.922 -2.928
H 3.459 -1.022 2.874
H 4.827 -2.438 4.379
H 5.786 -4.558 3.555
H 5.348 -5.319 1.257
H 4.556 -5.945 -0.760
H 3.587 -6.380 -2.977
H 2.194 -4.679 -4.100
H 1.803 -2.487 -3.011
*
```

No. 2
Molecular formula: C14H27DyO
Method: DFT, ωB97M-V with the def2-TZVPD basis set

Values from the calculation:
<S²> = 9.36
LUMO (alpha / beta) = -9.6 / -7.0 eV
HOMO energy (alpha / beta) = -15.599 / -15.623 eV

```
! wB97M-V def2-TZVPD RIJCOSX def2/J DEFGRID3
* xyz 2 6
C 1.495 2.549 -0.150
H 2.354 3.208 0.055
H 1.770 1.924 -1.025
H 1.524 1.973 0.850
C 0.245 3.412 -0.384
H -0.636 2.815 -0.707
H -0.041 3.893 0.555
C 0.481 4.542 -1.419
H -0.430 5.142 -1.559
H 1.274 5.229 -1.079
H 0.781 4.145 -2.401
C -1.029 -1.770 0.594
C -1.697 -0.981 -0.397
C -0.745 -0.682 -1.439
C 0.522 -1.282 -1.070
C 0.331 -1.973 0.178
C 1.279 -2.933 0.793
C 1.766 -1.254 -1.874
C -1.012 0.073 -2.684
C -3.160 -0.750 -0.451
C -1.701 -2.489 1.709
Dy 0.071 0.479 0.467
H 2.627 -1.580 -1.278
H 1.696 -1.929 -2.739
H 1.977 -0.250 -2.262
H 2.316 -2.688 0.543
H 1.181 -2.956 1.885
H 1.097 -3.960 0.438
H -2.566 -1.927 2.077
H -2.068 -3.472 1.372
H -1.024 -2.661 2.554
H -3.404 0.120 -1.061
H -3.692 -1.614 -0.878
H -3.564 -0.588 0.554
H -0.207 0.786 -2.907
H -1.092 -0.605 -3.547
H -1.955 0.628 -2.613
C 0.603 -0.418 3.512
O 1.209 -0.162 2.236
H -0.458 -0.168 3.406
H 1.082 0.247 4.230
H 0.722 -1.470 3.778
H 2.075 -0.604 2.139
*
```

No. 3
Molecular formula: C6H12N2OPTi
Method: DFT, ωB97M-V with the def2-TZVPD basis set

Values from the calculation:
Energy above the lowest of the compared OMol25 structures with the same formula, charge and spin = 1.239 eV
LUMO (alpha / beta) = -4.1 / -4.0 eV
HOMO energy (alpha / beta) = -10.382 / -10.448 eV

```
! wB97M-V def2-TZVPD RIJCOSX def2/J DEFGRID3
* xyz 1 1
C 0.341 0.673 -1.881
C 0.098 -0.081 -3.016
C -0.222 -1.447 -3.083
C -0.330 -2.294 -1.963
C -0.171 -1.983 -0.613
Ti -0.065 -0.116 -0.052
P 0.146 2.420 0.673
H 0.647 1.716 -2.010
H 0.159 0.384 -4.016
H -0.393 -1.893 -4.076
H -0.208 -2.758 0.166
H -0.551 -3.338 -2.231
H -0.950 2.911 1.466
H 0.286 3.468 -0.326
H 1.218 2.738 1.577
N 1.128 0.186 3.927
C 0.005 -0.109 3.223
N -1.140 -0.191 3.945
O 0.018 -0.285 1.961
H 1.113 0.200 4.950
H 1.990 0.330 3.415
H -1.996 -0.346 3.427
H -1.124 -0.178 4.968
*
```

No. 4
Molecular formula: C26H26BBrMgN2O4
Method: DFT, ωB97M-V with the def2-TZVPD basis set

Values from the calculation:
LUMO = -0.8 eV
HOMO energy = -8.294 eV

```
! wB97M-V def2-TZVPD RIJCOSX def2/J DEFGRID3
* xyz 0 1
Mg 1.660 -1.199 -0.284
O 3.951 2.699 -2.969
C 4.776 1.641 -3.228
C 5.859 1.857 -4.069
C 6.720 0.813 -4.366
C 6.512 -0.448 -3.824
C 5.426 -0.660 -2.988
C 4.549 0.373 -2.686
C 3.343 0.102 -1.808
O 3.258 -1.163 -1.320
N 3.415 1.131 -0.693
N 2.583 0.749 0.342
C 2.690 1.356 1.452
C 1.979 0.952 2.660
Br 1.452 -0.880 2.739
C 1.774 1.724 3.726
C 2.078 3.163 3.789
C 2.592 3.696 4.973
C 2.906 5.041 5.060
C 2.694 5.877 3.971
C 2.156 5.364 2.800
C 1.846 4.016 2.709
H 3.450 2.505 -2.161
H 6.011 2.848 -4.477
H 7.563 0.990 -5.023
H 7.186 -1.261 -4.057
H 5.217 -1.630 -2.560
H 2.438 0.404 -2.372
H 4.378 1.190 -0.369
H 3.377 2.195 1.562
H 1.364 1.274 4.623
H 2.754 3.044 5.823
H 3.314 5.441 5.978
H 2.934 6.930 4.041
H 1.967 6.017 1.958
H 1.387 3.626 1.809
C -7.545 -2.667 -0.363
C -6.253 -3.475 -0.495
C -6.273 -4.192 -1.854
C -6.224 -4.518 0.630
C -5.005 -2.595 -0.406
C -5.074 -1.213 -0.230
C -3.935 -0.408 -0.148
C -2.718 -1.033 -0.249
O -1.449 -0.505 -0.204
B -0.560 -1.587 -0.361
O -1.309 -2.765 -0.500
C -2.632 -2.402 -0.427
C -3.745 -3.201 -0.507
H -8.399 -3.343 -0.433
H -7.639 -1.928 -1.160
H -7.600 -2.155 0.599
H -7.155 -4.832 -1.929
H -5.390 -4.816 -1.991
H -6.304 -3.465 -2.668
H -7.114 -5.150 0.578
H -6.205 -4.029 1.606
H -5.348 -5.164 0.560
H -6.037 -0.731 -0.151
H -4.012 0.663 -0.013
H -3.632 -4.268 -0.646
*
```

No. 5
Molecular formula: C6H8N
Method: DFT, ωB97M-V with the def2-TZVPD basis set

Values from the calculation:
Energy above the lowest of the compared OMol25 structures with the same formula, charge and spin = 8.086 eV
LUMO (alpha / beta) = -5.6 / -5.0 eV
HOMO energy (alpha / beta) = -13.277 / -13.652 eV

```
! wB97M-V def2-TZVPD RIJCOSX def2/J DEFGRID3
* xyz 1 1
C 0.741 1.587 1.216
C 0.749 0.364 1.634
C -0.820 0.360 -0.756
C -1.925 0.996 -1.057
C 0.737 -1.219 -1.598
C 0.399 -0.881 0.828
N 0.078 -0.531 -0.548
H 0.810 2.690 1.569
H 0.896 0.126 2.613
H -2.798 0.378 -1.065
H -1.740 2.045 -0.978
H 1.535 -1.896 -1.221
H 0.259 -1.193 -2.669
H 1.355 -1.319 0.643
H -0.277 -1.508 1.389
*
```

No. 6
Molecular formula: C14H25CeClN3O3P
Method: DFT, ωB97M-V with the def2-TZVPD basis set

Values from the calculation:
LUMO (alpha / beta) = -9.7 / -9.7 eV
HOMO energy (alpha / beta) = -14.628 / -14.628 eV

```
! wB97M-V def2-TZVPD RIJCOSX def2/J DEFGRID3
* xyz 2 1
Cl 0.985 -4.889 0.226
C -1.226 -2.071 -3.700
C -2.276 -1.228 -3.261
C -2.994 -1.940 -2.236
H -2.531 -0.255 -3.710
C -2.367 -3.211 -2.027
C -1.251 -3.252 -2.912
H -0.558 -4.100 -3.010
H -0.581 -1.883 -4.601
H -3.785 -1.511 -1.622
C -2.627 -4.159 -0.930
Ce -0.851 -1.543 -1.087
C 0.455 0.391 -2.550
C 1.564 -2.479 -1.065
O 1.027 1.223 -3.121
O 2.700 -2.537 -0.854
H -3.024 -3.650 -0.054
H -1.723 -4.692 -0.636
H -3.371 -4.880 -1.252
C 2.614 -0.368 1.591
N 1.873 0.891 1.913
C 1.906 1.124 3.354
P 0.564 1.273 0.989
O 0.071 -0.048 0.390
N -0.710 2.004 1.719
C -1.943 2.063 0.850
C -1.150 1.432 3.029
N 1.099 2.296 -0.184
C 0.892 3.726 0.007
C 2.499 2.082 -0.663
H 2.047 -1.303 1.848
H 3.545 -0.313 2.185
H 2.902 -0.428 0.515
H 1.590 2.174 3.580
H 1.242 0.396 3.911
H 2.968 0.983 3.670
H -2.447 1.076 0.711
H -2.639 2.736 1.372
H -1.728 2.478 -0.149
H -1.224 0.307 3.042
H -0.462 1.751 3.837
H -2.155 1.862 3.234
H 1.414 4.167 0.888
H 1.261 4.206 -0.909
H -0.182 3.938 0.098
H 3.269 2.335 0.111
H 2.698 1.051 -1.022
H 2.617 2.774 -1.514
*
```

No. 7
Molecular formula: C24H29BrFeN6O2PS3
Method: DFT, ωB97M-V with the def2-TZVPD basis set

Values from the calculation:
<S²> = 6.01
Energy above the lowest of the compared OMol25 structures with the same formula, charge and spin = 0.109 eV
LUMO (alpha / beta) = -3.3 / -3.4 eV
HOMO energy (alpha / beta) = -10.764 / -10.816 eV

```
! wB97M-V def2-TZVPD RIJCOSX def2/J DEFGRID3
* xyz 1 5
Fe 0.521 0.296 0.340
S 4.569 3.255 5.905
N 5.030 2.166 4.848
C 4.035 2.022 3.980
C 4.085 1.101 2.893
C 5.085 0.155 2.710
C 4.804 -0.734 1.706
C 3.593 -0.713 0.967
N 2.655 0.208 1.147
C 2.853 1.101 2.140
C 1.748 2.039 2.374
N 0.678 1.995 1.583
C -0.361 2.693 1.942
C -0.411 3.498 3.031
C 0.693 3.758 3.789
C 1.797 3.003 3.427
C 2.964 2.916 4.211
N 3.145 3.663 5.321
H 5.951 0.144 3.370
H 5.537 -1.570 1.471
H 3.448 -1.520 0.251
H -1.257 2.701 1.323
H -1.270 4.055 3.316
H 0.786 4.437 4.606
C 2.364 -2.006 -2.154
C 2.051 -0.542 -2.554
O 0.960 0.012 -1.787
P -0.398 0.585 -2.524
S -1.575 1.255 -1.055
S -1.133 -0.694 -3.788
O 0.297 1.802 -3.244
C -0.435 2.896 -3.763
C 0.399 3.853 -4.636
H 3.398 -2.235 -2.267
H 1.809 -2.759 -2.746
H 2.103 -2.261 -1.157
H 1.904 -0.504 -3.638
H 2.885 0.111 -2.270
H -0.917 3.426 -2.986
H -1.235 2.595 -4.358
H 1.285 4.118 -4.004
H -0.202 4.737 -4.758
H 0.681 3.499 -5.598
Br -3.944 -4.434 2.244
C -2.491 -3.248 1.980
C -2.578 -1.912 2.329
C -1.598 -1.036 1.975
C -0.395 -1.336 1.306
C -0.386 -2.691 0.889
C -1.361 -3.628 1.250
H -3.410 -1.584 2.953
H -1.631 -0.002 2.292
H 0.494 -3.117 0.372
H -1.327 -4.662 1.007
N -5.889 -2.321 -1.675
C -4.981 -2.514 -2.780
C -3.598 -2.901 -2.287
N -3.141 -1.916 -1.233
H -6.466 -1.522 -1.839
H -4.072 -1.568 -0.941
H -6.462 -3.103 -1.394
H -4.880 -1.527 -3.312
H -5.227 -3.333 -3.532
H -2.844 -2.907 -3.159
H -3.627 -3.818 -1.732
H -2.586 -2.326 -0.469
H -2.518 -1.152 -1.607
*
```

No. 8
Molecular formula: C19H21NO4
Method: DFT, ωB97M-V with the def2-TZVPD basis set

Values from the calculation:
Energy above the lowest of the compared OMol25 structures with the same formula, charge and spin = 1.020 eV
SMILES = CCOc1cc(OCC)cc(C(=O)Nc2cccc(C(C)=O)c2)c1
LUMO = 0.3 eV
HOMO energy = -8.682 eV

```
! wB97M-V def2-TZVPD RIJCOSX def2/J DEFGRID3
* xyz 0 1
C -1.874 3.586 -3.777
C -1.324 2.493 -2.875
H -1.828 2.520 -1.898
H -1.491 1.507 -3.331
O 0.061 2.727 -2.714
C 0.801 1.865 -1.972
C 0.295 0.753 -1.305
C 1.164 -0.061 -0.585
C 2.524 0.211 -0.533
C 3.030 1.331 -1.186
C 2.160 2.153 -1.896
H 2.545 3.018 -2.409
O 4.331 1.703 -1.193
C 5.279 0.894 -0.518
C 6.646 1.529 -0.713
H 7.404 0.937 -0.208
H 6.882 1.583 -1.773
H 6.650 2.537 -0.307
H 5.268 -0.123 -0.932
H 5.034 0.841 0.552
H 3.153 -0.467 0.020
C 0.694 -1.285 0.130
O 1.377 -2.283 0.221
N -0.552 -1.148 0.681
C -1.301 -2.077 1.404
C -2.507 -1.649 1.952
C -3.309 -2.527 2.674
C -2.889 -3.847 2.842
C -1.692 -4.271 2.299
C -0.893 -3.399 1.581
H 0.042 -3.726 1.160
H -1.371 -5.293 2.433
H -3.520 -4.518 3.403
C -4.604 -2.129 3.285
O -5.307 -2.935 3.853
C -5.007 -0.677 3.171
H -5.135 -0.407 2.125
H -4.244 -0.039 3.610
H -5.948 -0.528 3.694
H -2.810 -0.622 1.803
H -0.972 -0.232 0.606
H -0.750 0.493 -1.384
H -1.371 3.558 -4.739
H -2.940 3.443 -3.926
H -1.702 4.560 -3.325
*
```

Record order is preserved below.
Electronic energy: -5270.24197; -1509.29084; -1611.04775; -4215.88259; -287.65907; -2214.49810; -6784.51560; -1092.34735 Ha